Entry 1:
# C5H16O2S

3 unconnected molecules or ions with the total composition C5H16O2S in a non-equilibrium geometry (ωB97M-V/def2-TZVPD, the OMol25 dataset).

Structure (ORCA input):
```
! wB97M-V def2-TZVPD RIJCOSX def2/J DEFGRID3
* xyz 0 1
C -0.47288 -2.17492 -2.07492
C 0.25039 -1.06822 -1.40669
C -0.14456 -1.03161 0.08751
C -1.61535 -0.71284 0.30741
S -2.10427 0.91103 -0.51132
C -1.51627 2.07006 0.78379
H -1.37860 -2.43913 -1.45871
H -0.78247 -2.16100 -3.10679
H 0.26547 -3.01487 -2.16320
H -0.03742 -0.19769 -2.02539
H 1.30681 -1.08038 -1.47314
H 0.60975 -0.48053 0.64392
H -0.00797 -2.15057 0.38154
H -2.23153 -1.49186 -0.05396
H -1.96375 -0.52010 1.32075
H -2.40734 2.54526 1.29837
H -0.78640 2.80773 0.42250
H -0.88619 1.59521 1.55267
O 2.33245 1.84535 -0.14037
H 2.42126 1.36115 -0.93954
H 2.17600 1.10092 0.41056
O 2.21923 1.14598 2.51993
H 2.16153 2.04247 2.25776
H 2.59212 1.09855 3.36735
*
```

Summary:
orbital gap	9.008	eV
energy above the lowest of the compared OMol25 structures with the same formula, charge and spin	33.7	kcal/mol
HOMO energy	-8.4	eV
E	-20373.671	eV

---

Entry 2:
# C2H2N2O2

A single C2H2N2O2 molecule in a non-equilibrium geometry (ωB97M-V/def2-TZVPD, the OMol25 dataset).

Structure (ORCA input):
```
! wB97M-V def2-TZVPD RIJCOSX def2/J DEFGRID3
* xyz 0 1
O 1.99216 -0.00666 -0.12187
C 0.83800 0.09782 0.07330
N -0.02284 1.26738 0.01533
C -1.23929 0.67340 0.05042
O -1.33543 -0.69587 -0.24343
N -0.13993 -1.04371 0.27527
H -2.15969 1.29094 0.17075
H 0.45301 -1.86366 -0.02485
*
```

Summary:
orbital gap	9.927	eV
energy above the lowest of the compared OMol25 structures with the same formula, charge and spin	73.5	kcal/mol
HOMO energy	-10.0	eV
E	-9178.601	eV

---

Entry 3:
# C31H27Cl5HgNOTe

A molecular structure, C31H27Cl5HgNOTe in a non-equilibrium geometry (ωB97M-V/def2-TZVPD, the OMol25 dataset).

Structure (ORCA input):
```
! wB97M-V def2-TZVPD RIJCOSX def2/J DEFGRID3
* xyz -1 1
Hg 2.95375 0.65249 -2.59514
Cl 5.95521 1.57255 -3.93794
C 4.73586 2.80291 -3.89253
C 3.41502 2.42845 -3.66682
C 2.46629 3.44457 -3.69512
Cl 0.79396 3.03118 -3.45754
C 2.80200 4.77846 -3.90769
Cl 1.59099 6.00486 -3.94023
C 4.13655 5.11814 -4.09839
Cl 4.58008 6.76480 -4.34956
C 5.11280 4.12618 -4.09998
Cl 6.76267 4.55204 -4.35678
C -6.54794 1.77104 1.25108
C -5.13170 1.49696 0.82847
C -4.07883 2.27163 1.28942
C -2.76417 2.02232 0.90983
C -1.68991 2.92327 1.45287
C -2.47674 0.95977 0.03839
Te -0.41462 0.56308 -0.43784
N 2.29719 -0.21597 -0.78713
C 3.43598 -0.23634 -0.18065
O 4.57081 -0.05190 -0.72802
C 3.45784 -0.56589 1.29858
C 4.67878 -0.83305 1.90900
C 4.74499 -1.14590 3.25811
C 3.58744 -1.18651 4.02055
C 2.36521 -0.91700 3.42064
C 2.30154 -0.61455 2.06907
C -0.61254 -1.50108 0.01837
C -0.98480 -1.89925 1.30250
C -1.25338 -0.96467 2.44777
C -1.12151 -3.26116 1.58187
C -0.87873 -4.23225 0.63221
C -1.01551 -5.69444 0.95215
C -0.49323 -3.81514 -0.63520
C -0.35478 -2.47460 -0.96210
C 0.09485 -2.14172 -2.35129
C -3.53636 0.19695 -0.46537
C -3.35426 -0.91634 -1.45697
C -4.83739 0.46995 -0.05243
H -6.59531 2.60690 1.94861
H -6.99110 0.90156 1.73999
H -7.17874 2.01622 0.39450
H -4.28168 3.09287 1.96937
H -2.12392 3.67935 2.10706
H -1.15181 3.43906 0.65534
H -0.93743 2.36646 2.01465
H 5.56554 -0.78034 1.29232
H 5.70457 -1.35523 3.71574
H 3.63656 -1.42466 5.07690
H 1.45399 -0.94285 4.00672
H 1.34954 -0.40951 1.60122
H -1.02929 0.07174 2.21250
H -0.64330 -1.25578 3.30461
H -2.30154 -1.01612 2.74905
H -1.41512 -3.55708 2.58413
H -1.34068 -5.84299 1.98134
H -0.06494 -6.21522 0.82267
H -1.74219 -6.17804 0.29644
H -0.28736 -4.55893 -1.39841
H -0.13973 -2.96184 -3.03145
H 1.17407 -1.97415 -2.34560
H -0.36069 -1.22366 -2.72633
H -2.36748 -0.90333 -1.91259
H -4.09669 -0.82756 -2.25257
H -3.48307 -1.89253 -0.98414
H -5.64559 -0.13816 -0.44822
*
```

Summary:
orbital gap	6.987	eV
HOMO energy	-4.7	eV
E	-110204.622	eV

---

Entry 4:
# C13H21NO4Sn

A molecular structure, C13H21NO4Sn (ωB97M-V/def2-TZVPD, the OMol25 dataset).

Structure (ORCA input):
```
! wB97M-V def2-TZVPD RIJCOSX def2/J DEFGRID3
* xyz 0 1
Sn -0.94646 0.66939 0.47175
C 1.97351 -0.31737 -2.41505
C 2.46732 0.44025 -1.43024
C 2.01890 1.83637 -1.60825
C 1.24375 1.91503 -2.69264
C 1.09691 0.55475 -3.30556
H 2.12313 -1.37792 -2.57177
H 3.11064 0.10069 -0.62769
H 2.29186 2.65156 -0.95271
H 0.72821 2.79031 -3.06246
H 1.40592 0.51839 -4.35490
N -2.71618 -1.55030 -0.40225
C -2.58086 -2.66224 0.55298
C -2.67671 -2.14512 1.98948
C -1.33216 -1.71570 2.55367
O -0.96329 -2.12294 3.63497
O -0.61558 -0.91146 1.79454
H -3.65667 -1.17435 -0.36127
H -2.58356 -1.86789 -1.35459
H -1.59852 -3.11102 0.39507
H -3.32685 -3.44485 0.39470
H -3.08632 -2.90162 2.65213
H -3.34383 -1.27461 2.01559
C 1.92580 0.72480 2.81586
C 1.46352 2.02569 2.17413
C 0.83233 2.96013 3.19410
O 0.54379 1.78722 1.12772
H 2.59009 0.91701 3.66203
H 2.45476 0.10632 2.08614
H 1.06149 0.15436 3.16384
H 2.33235 2.53111 1.73291
H -0.06202 2.48934 3.61292
H 0.54033 3.90003 2.72242
H 1.52861 3.17549 4.00815
C -0.63335 -1.29560 -3.89095
C -0.31051 -0.01610 -3.15918
O -1.11636 0.50463 -2.41761
H -1.65409 -1.24092 -4.26871
H -0.58785 -2.11992 -3.17280
H 0.05795 -1.50296 -4.70646
*
```

Summary:
orbital gap	8.502	eV
HOMO energy	-8.6	eV
E	-29332.706	eV